Computed, not measured: a cluster of 4 separate species, C51H44BN6O9 in total, with wB97M-V/def2-TZVPD.

Its lowest unoccupied orbital energy is -3.6 eV. As for the molar mass: 895.8 g/mol. The spin multiplicity is 1. The value obtained for the total energy is -3000.26585 hartree. The HOMO-LUMO gap comes out at 7.63 eV. As for the net charge: +1. The largest force on an atom is 1.89 eV Å⁻¹.

Cartesian coordinates (Å):
1 C 2.521 -0.386 -1.690
2 C 1.279 0.153 -1.712
3 N 1.018 1.393 -2.370
4 C 0.928 1.600 -3.699
5 C 1.122 0.550 -4.739
6 C 1.736 1.115 -6.035
7 O 0.747 0.977 -7.053
8 C 3.065 0.451 -6.429
9 N 4.041 1.376 -7.010
10 N 0.642 2.867 -3.958
11 C 0.566 3.475 -2.769
12 N 0.276 4.759 -2.592
13 N 0.132 5.242 -1.295
14 C -1.128 5.976 -1.090
15 C -2.291 5.096 -1.536
16 N 0.801 2.629 -1.749
17 B 0.883 2.780 -0.234
18 O 1.867 3.544 0.305
19 O 0.034 2.137 0.583
20 H 2.619 -1.406 -2.053
21 H 3.377 0.065 -1.190
22 H 0.431 -0.324 -1.226
23 H 0.180 0.047 -4.954
24 H 1.820 -0.169 -4.316
25 H 1.928 2.186 -5.938
26 H 1.171 0.691 -7.868
27 H 3.519 -0.055 -5.576
28 H 2.851 -0.327 -7.171
29 H 4.872 1.460 -6.443
30 H 3.669 2.309 -7.129
31 H 0.107 5.334 -3.407
32 H 0.942 5.803 -1.054
33 H -1.176 6.157 -0.018
34 H -1.148 6.924 -1.636
35 H -3.211 5.408 -1.051
36 H -2.435 5.195 -2.614
37 H -2.085 4.044 -1.341
38 H 2.637 3.586 -0.270
39 H -0.642 1.599 0.158
40 C 6.607 -4.272 3.408
41 C 5.613 -4.140 2.445
42 C 5.409 -2.921 1.821
43 C 6.191 -1.824 2.165
44 C 7.175 -1.954 3.147
45 C 7.386 -3.182 3.759
46 C 8.001 -0.786 3.568
47 O 8.858 -0.897 4.415
48 C 7.730 0.528 2.914
49 C 8.449 1.643 3.324
50 C 8.224 2.870 2.723
51 C 7.286 2.986 1.704
52 C 6.564 1.878 1.295
53 C 6.775 0.646 1.902
54 C 5.967 -0.527 1.471
55 O 5.144 -0.430 0.578
56 H 6.771 -5.228 3.888
57 H 5.000 -4.991 2.180
58 H 4.642 -2.809 1.067
59 H 8.158 -3.271 4.510
60 H 9.179 1.539 4.115
61 H 8.782 3.738 3.046
62 H 7.118 3.945 1.231
63 H 5.829 1.958 0.506
64 C -3.235 -2.181 -2.512
65 C -2.396 -1.103 -2.250
66 C -2.907 0.059 -1.698
67 C -4.264 0.158 -1.413
68 C -5.107 -0.913 -1.699
69 C -4.588 -2.085 -2.238
70 C -6.577 -0.826 -1.443
71 O -7.300 -1.766 -1.681
72 C -7.113 0.450 -0.892
73 C -8.482 0.575 -0.692
74 C -8.998 1.747 -0.166
75 C -8.149 2.796 0.170
76 C -6.784 2.679 -0.030
77 C -6.261 1.510 -0.569
78 C -4.794 1.412 -0.798
79 O -4.044 2.319 -0.499
80 H -2.834 -3.092 -2.933
81 H -1.340 -1.179 -2.479
82 H -2.268 0.908 -1.485
83 H -5.255 -2.913 -2.441
84 H -9.132 -0.249 -0.953
85 H -10.065 1.846 -0.015
86 H -8.556 3.708 0.588
87 H -6.115 3.489 0.227
88 C -5.566 -1.135 2.889
89 C -5.359 -1.683 1.628
90 C -4.420 -2.682 1.444
91 C -3.672 -3.135 2.523
92 C -3.866 -2.575 3.787
93 C -4.820 -1.581 3.967
94 C -3.048 -3.014 4.956
95 O -3.219 -2.532 6.054
96 C -2.010 -4.059 4.724
97 C -1.201 -4.450 5.784
98 C -0.239 -5.428 5.594
99 C -0.085 -6.025 4.348
100 C -0.885 -5.636 3.287
101 C -1.845 -4.647 3.468
102 C -2.674 -4.223 2.305
103 O -2.541 -4.737 1.214
104 H -6.307 -0.358 3.027
105 H -5.928 -1.329 0.780
106 H -4.256 -3.116 0.467
107 H -4.967 -1.163 4.954
108 H -1.333 -3.982 6.749
109 H 0.392 -5.729 6.420
110 H 0.662 -6.795 4.205
111 H -0.774 -6.091 2.312